Entry 1
Computed, not measured: an isolated molecule of C19H21N3O4, with the ωB97M-V functional and the def2-TZVPD basis.

Each atom is followed by the atoms it is bonded to, with distances in Å.
CARTESIAN COORDINATES (ANGSTROEM)
1 C -5.89 -2.44 0.18  C2 1.522, H45 1.086, H46 1.087, H47 1.088
2 C -5.83 -1.54 -1.05  C1 1.522, H3 1.092, H4 1.095, O5 1.431
3 H -5.86 -2.12 -1.97  C2 1.092
4 H -6.64 -0.80 -1.04  C2 1.095
5 O -4.58 -0.84 -1.08  C2 1.431, C6 1.327
6 C -4.48 0.31 -0.44  O5 1.327, O7 1.204, C8 1.517
7 O -5.40 0.91 0.07  C6 1.204
8 C -3.03 0.76 -0.39  C6 1.517, H9 1.094, C10 1.529, C37 1.541
9 H -2.47 0.16 -1.10  C8 1.094
10 C -2.86 2.25 -0.67  C8 1.529, C11 1.528, H43 1.091, H44 1.092
11 C -1.40 2.66 -0.46  C10 1.528, H12 1.090, C13 1.531, H42 1.093
12 H -1.29 3.74 -0.59  C11 1.090
13 C -0.93 2.26 0.94  C11 1.531, N14 1.451, H40 1.090, H41 1.094
14 N -1.14 0.85 1.16  C13 1.451, C15 1.355, C37 1.443
15 C -0.18 -0.04 0.78  N14 1.355, C16 1.392, O36 1.347
16 C -0.20 -1.41 0.57  C15 1.392, C17 1.397, N19 1.374
17 C -1.27 -2.31 0.58  C16 1.397, N18 1.150
18 N -2.15 -3.05 0.58  C17 1.150
19 N 1.09 -1.81 0.31  C16 1.374, C20 1.291
20 C 1.82 -0.74 0.36  N19 1.291, C21 1.440, O36 1.377
21 C 3.24 -0.65 0.15  C20 1.440, C22 1.399, C26 1.392
22 C 3.97 -1.81 -0.14  C21 1.399, C23 1.373, H35 1.078
23 C 5.33 -1.74 -0.35  C22 1.373, C24 1.400, H34 1.078
24 C 6.00 -0.51 -0.27  C23 1.400, C25 1.392, O29 1.358
25 C 5.27 0.64 0.02  C24 1.392, C26 1.382, H28 1.079
26 C 3.90 0.57 0.22  C21 1.392, C25 1.382, H27 1.080
27 H 3.35 1.46 0.45  C26 1.080
28 H 5.76 1.60 0.09  C25 1.079
29 O 7.33 -0.55 -0.49  C24 1.358, C30 1.407
30 C 8.07 0.65 -0.42  O29 1.407, H31 1.095, H32 1.089, H33 1.095
31 H 7.73 1.36 -1.18  C30 1.095
32 H 9.10 0.37 -0.63  C30 1.089
33 H 8.01 1.10 0.57  C30 1.095
34 H 5.91 -2.62 -0.57  C23 1.078
35 H 3.45 -2.75 -0.20  C22 1.078
36 O 1.09 0.39 0.64  C15 1.347, C20 1.377
37 C -2.53 0.46 1.04  C8 1.541, N14 1.443, H38 1.090, H39 1.094
38 H -2.64 -0.59 1.28  C37 1.090
39 H -3.11 1.05 1.75  C37 1.094
40 H 0.13 2.48 1.06  C13 1.090
41 H -1.49 2.81 1.70  C13 1.094
42 H -0.78 2.16 -1.21  C11 1.093
43 H -3.17 2.48 -1.69  C10 1.091
44 H -3.51 2.81 0.01  C10 1.092
45 H -6.78 -3.07 0.13  C1 1.086
46 H -5.01 -3.07 0.21  C1 1.087
47 H -5.93 -1.84 1.08  C1 1.088

Its net charge is 0. The frontier orbital gap is 0.30146 hartree. The spin multiplicity is 1.

---

Entry 2
Computed, not measured: an isolated molecule of C19H21N3O4, with the ωB97M-V functional and the def2-TZVPD basis.

Each atom is followed by the atoms it is bonded to, with distances in Å.
CARTESIAN COORDINATES (ANGSTROEM)
1 C -3.51 -1.49 -1.75  C2 1.562, C13 1.532, H14 1.087, H15 1.096
2 C -3.31 -0.14 -2.51  C1 1.562, C3 1.564, H16 1.100, H17 1.104
3 C -2.24 0.79 -1.84  C2 1.564, N4 1.468, H18 1.129, H19 1.110
4 N -1.00 0.07 -1.55  C3 1.468, C5 1.366, C12 1.451
5 C 0.10 0.83 -1.24  N4 1.366, C6 1.515, H20 1.104, C30 1.801
6 C 1.40 0.14 -1.58  C5 1.515, C7 1.422, C11 1.443
7 C 1.47 -1.16 -2.14  C6 1.422, C8 1.397, H21 1.098
8 C 2.69 -1.82 -2.26  C7 1.397, C9 1.427, H22 1.091
9 C 3.93 -1.18 -1.94  C8 1.427, C10 1.431, H23 1.086
10 C 3.83 0.22 -1.66  C9 1.431, C11 1.361, H24 1.093
11 C 2.64 0.87 -1.58  C6 1.443, C10 1.361, H25 1.098
12 C -1.18 -1.15 -0.79  N4 1.451, C13 1.514, H26 1.066, H27 1.128
13 C -2.14 -2.11 -1.45  C1 1.532, C12 1.514, H28 1.078, H29 1.086
14 H -4.05 -1.28 -0.83  C1 1.087
15 H -4.10 -2.14 -2.40  C1 1.096
16 H -3.01 -0.35 -3.55  C2 1.100
17 H -4.26 0.43 -2.56  C2 1.104
18 H -2.09 1.70 -2.48  C3 1.129
19 H -2.68 1.09 -0.87  C3 1.110
20 H 0.06 1.85 -1.65  C5 1.104
21 H 0.57 -1.70 -2.49  C7 1.098
22 H 2.73 -2.86 -2.59  C8 1.091
23 H 4.88 -1.72 -2.00  C9 1.086
24 H 4.77 0.75 -1.48  C10 1.093
25 H 2.61 1.97 -1.50  C11 1.098
26 H -0.23 -1.61 -0.62  C12 1.066
27 H -1.61 -0.80 0.19  C12 1.128
28 H -2.26 -2.95 -0.79  C13 1.078
29 H -1.72 -2.48 -2.38  C13 1.086
30 C 0.11 1.67 0.36  C5 1.801, N31 1.577, C34 1.532, H43 1.085
31 N 1.15 2.84 0.19  C30 1.577, O32 1.284, O33 1.239
32 O 0.85 3.67 -0.75  N31 1.284
33 O 2.11 2.97 0.96  N31 1.239
34 C 0.20 1.12 1.78  C30 1.532, C35 1.424, C42 1.413
35 C 1.43 0.93 2.46  C34 1.424, C36 1.406, H44 1.072
36 C 1.51 0.33 3.73  C35 1.406, C37 1.412, H45 1.082
37 C 0.35 -0.01 4.46  C36 1.412, N38 1.423, C41 1.422
38 N 0.46 -0.94 5.53  C37 1.423, O39 1.245, O40 1.256
39 O -0.57 -1.35 6.10  N38 1.245
40 O 1.61 -1.35 5.83  N38 1.256
41 C -0.89 0.38 3.89  C37 1.422, C42 1.418, H46 1.074
42 C -0.94 0.98 2.61  C34 1.413, C41 1.418, H47 1.095
43 H -0.82 2.20 0.21  C30 1.085
44 H 2.37 1.29 2.07  C35 1.072
45 H 2.47 0.01 4.12  C36 1.082
46 H -1.78 0.09 4.42  C41 1.074
47 H -1.92 1.36 2.30  C42 1.095

Its net charge is 0. The frontier orbital gap is 0.28809 hartree. The spin multiplicity is 1.

---

It is entry 2 that is the least stable of them.

---

Entry 1
Computed, not measured: a cluster of 2 separate species, C2H10NO in total, with the ωB97M-V functional and the def2-TZVPD basis.

Each atom is followed by the atoms it is bonded to, with distances in Å.
CARTESIAN COORDINATES (ANGSTROEM)
1 C -1.82 -0.08 1.29  O2 1.443, H4 1.100, H5 1.104, H6 1.094
2 O -1.38 0.92 0.33  C1 1.443, H3 0.963
3 H -2.09 1.43 -0.07  O2 0.963
4 H -1.43 0.23 2.27  C1 1.100
5 H -2.93 -0.09 1.30  C1 1.104
6 H -1.40 -0.99 0.87  C1 1.094
7 C 1.98 -0.59 -0.83  N8 1.512, H12 1.083, H13 1.071, H14 1.113
8 N 0.80 0.34 -0.64  C7 1.512, H9 1.027, H10 1.020, H11 1.014
9 H 0.00 -0.11 -1.11  N8 1.027
10 H 0.55 0.38 0.34  N8 1.020
11 H 0.92 1.25 -1.07  N8 1.014
12 H 2.25 -1.18 0.04  C7 1.083
13 H 2.75 0.00 -1.27  C7 1.071
14 H 1.80 -1.49 -1.45  C7 1.113

Its net charge is +1. The frontier orbital gap is 0.42108 hartree. The spin multiplicity is 1.

---

Entry 2
Computed, not measured: a cluster of 2 separate species, C2H10NO in total, with the ωB97M-V functional and the def2-TZVPD basis.

Each atom is followed by the atoms it is bonded to, with distances in Å.
CARTESIAN COORDINATES (ANGSTROEM)
1 O -0.04 2.34 -0.51  H2 1.032, H4 1.041
2 H -0.58 2.56 0.34  O1 1.032
3 H 0.36 -0.80 -2.01  N7 1.070
4 H 0.14 3.08 -1.21  O1 1.041
5 C -0.38 -0.83 1.24  C6 1.487, H8 1.174, H9 1.033, H10 1.094
6 C 0.45 -1.21 0.06  C5 1.487, N7 1.470, H11 1.109, H12 1.106
7 N 0.13 -0.34 -1.07  H3 1.070, C6 1.470, H13 1.101, H14 1.066
8 H -0.53 0.32 1.38  C5 1.174
9 H -1.21 -1.32 1.60  C5 1.033
10 H 0.19 -0.95 2.17  C5 1.094
11 H 1.52 -1.05 0.32  C6 1.109
12 H 0.30 -2.27 -0.23  C6 1.106
13 H -0.95 -0.16 -1.04  N7 1.101
14 H 0.60 0.62 -1.03  N7 1.066

Its net charge is +1. The frontier orbital gap is 0.46802 hartree. The spin multiplicity is 1.

---

It is entry 1 that is the least stable of them.

---

Entry 1
Computed, not measured: an isolated molecule of O4S2, with the ωB97M-V functional and the def2-TZVPD basis.

Each atom is followed by the atoms it is bonded to, with distances in Å.
CARTESIAN COORDINATES (ANGSTROEM)
1 O 0.32 -0.65 -1.03  S5 1.761, S6 1.500
2 O 1.44 -0.14 1.14  S6 1.364
3 O -1.06 -0.50 0.79  S5 1.589, S6 1.877
4 O 0.16 1.48 -0.31  S6 1.404
5 S -1.41 -0.41 -0.76  O1 1.761, O3 1.589, S6 2.255
6 S 0.55 0.22 0.17  O1 1.500, O2 1.364, O3 1.877, O4 1.404, S5 2.255

Its net charge is 0. The frontier orbital gap is 0.31464 hartree. The spin multiplicity is 1.

---

Entry 2
Computed, not measured: an isolated molecule of O4S2, with the ωB97M-V functional and the def2-TZVPD basis.

Each atom is followed by the atoms it is bonded to, with distances in Å.
CARTESIAN COORDINATES (ANGSTROEM)
1 O -0.03 1.10 -0.10  S5 1.678, S6 1.671
2 O 2.23 0.03 -0.37  S6 1.427
3 O -2.14 0.13 0.65  S5 1.477
4 O 0.04 -1.19 -0.19  S5 1.703, S6 1.720
5 S -1.19 -0.05 -0.47  O1 1.678, O3 1.477, O4 1.703, S6 2.473
6 S 1.09 0.00 0.48  O1 1.671, O2 1.427, O4 1.720, S5 2.473

Its net charge is 0. The frontier orbital gap is 0.37546 hartree. The spin multiplicity is 1.

---

It is entry 1 that is the least stable of them.

---

Entry 1
Computed, not measured: an isolated molecule of CH5NP2, with the ωB97M-V functional and the def2-TZVPD basis.

Each atom is followed by the atoms it is bonded to, with distances in Å.
CARTESIAN COORDINATES (ANGSTROEM)
1 C -0.05 0.02 -1.59  P4 1.875, H5 1.085, H7 1.051, H8 1.091
2 N 1.38 -0.26 2.18  P3 1.594, H6 0.980
3 P -0.21 -0.15 2.06  N2 1.594, P4 2.476
4 P -1.26 -0.25 -0.18  C1 1.875, P3 2.476, H9 1.387
5 H 0.28 0.97 -2.00  C1 1.085
6 H 1.67 -0.16 3.11  N2 0.980
7 H -0.56 -0.47 -2.37  C1 1.051
8 H 0.82 -0.55 -1.28  C1 1.091
9 H -2.06 0.86 0.06  P4 1.387

Its net charge is 0. The frontier orbital gap is 0.29078 hartree. The spin multiplicity is 1.

---

Entry 2
Computed, not measured: a cluster of 2 separate species, CH5NP2 in total, with the ωB97M-V functional and the def2-TZVPD basis.

Each atom is followed by the atoms it is bonded to, with distances in Å.
CARTESIAN COORDINATES (ANGSTROEM)
1 C 3.60 -0.12 -0.47  N2 1.148
2 N 2.72 -0.12 0.27  C1 1.148, H5 1.008
3 P -2.21 -0.71 -0.08  P4 2.126, H6 1.416, H7 1.428
4 P -0.74 0.83 -0.02  P3 2.126, H8 1.378, H9 1.404
5 H 1.78 -0.40 0.50  N2 1.008
6 H -2.85 -0.35 1.13  P3 1.416
7 H -1.15 -1.47 0.48  P3 1.428
8 H -0.09 0.32 -1.13  P4 1.378
9 H -1.05 2.03 -0.68  P4 1.404

Its net charge is 0. The frontier orbital gap is 0.35144 hartree. The spin multiplicity is 1.

---

It is entry 2 that is the least stable of them.

---

Entry 1
Computed, not measured: an isolated molecule of C9H11NO2, with the ωB97M-V functional and the def2-TZVPD basis.

Each atom is followed by the atoms it is bonded to, with distances in Å.
CARTESIAN COORDINATES (ANGSTROEM)
1 C 1.84 -0.40 -0.72  C2 1.440, C3 1.533, H12 1.073, N21 1.458
2 C 1.38 0.28 -1.91  C1 1.440, O22 1.246, O23 1.413
3 C 1.21 0.17 0.56  C1 1.533, C4 1.536, H13 1.154, H14 1.100
4 C -0.31 0.11 0.76  C3 1.536, C5 1.457, C6 1.390
5 C -0.98 -1.11 1.19  C4 1.457, C7 1.327, H15 1.082
6 C -1.14 1.21 0.55  C4 1.390, C8 1.428, H16 1.084
7 C -2.31 -1.06 1.16  C5 1.327, C9 1.397, H17 1.214
8 C -2.56 1.15 0.54  C6 1.428, C9 1.346, H18 1.137
9 C -3.18 -0.01 0.86  C7 1.397, C8 1.346, H19 1.025
10 H 3.60 -0.92 -1.38  N21 1.003
11 H 3.73 0.49 -0.66  N21 1.053
12 H 1.53 -1.42 -0.82  C1 1.073
13 H 1.48 1.29 0.54  C3 1.154
14 H 1.71 -0.28 1.43  C3 1.100
15 H -0.38 -1.96 1.47  C5 1.082
16 H -0.73 2.20 0.38  C6 1.084
17 H -2.74 -1.91 1.91  C7 1.214
18 H -3.12 2.12 0.36  C8 1.137
19 H -4.20 -0.04 0.83  C9 1.025
20 H -0.38 -0.36 -1.59  O23 0.979
21 N 3.28 -0.45 -0.55  C1 1.458, H10 1.003, H11 1.053
22 O 2.13 1.07 -2.51  C2 1.246
23 O 0.14 -0.18 -2.40  C2 1.413, H20 0.979

Its net charge is 0. The frontier orbital gap is 0.38130 hartree. The spin multiplicity is 1.

---

Entry 2
Computed, not measured: an isolated molecule of C9H11NO2, with the ωB97M-V functional and the def2-TZVPD basis.

Each atom is followed by the atoms it is bonded to, with distances in Å.
CARTESIAN COORDINATES (ANGSTROEM)
1 C 0.67 3.01 1.48  C2 1.384, C3 1.387, H13 1.080
2 C 0.53 2.94 0.11  C1 1.384, C4 1.381, H14 1.081
3 C 0.40 1.90 2.26  C1 1.387, C5 1.379, H15 1.080
4 C 0.13 1.76 -0.50  C2 1.381, C6 1.399, H16 1.080
5 C 0.00 0.72 1.67  C3 1.379, C6 1.399, H17 1.080
6 C -0.14 0.63 0.28  C4 1.399, C5 1.399, N10 1.371
7 C 0.06 -2.43 -1.31  C8 1.546, C9 1.520, H18 1.092, H19 1.090
8 C -0.23 -0.94 -1.63  C7 1.546, N10 1.461, O11 1.394, H20 1.100
9 C 0.24 -2.27 0.19  C7 1.520, O12 1.330, H21 1.081
10 N -0.61 -0.53 -0.28  C6 1.371, C8 1.461
11 O -1.22 -0.69 -2.57  C8 1.394, H22 0.968
12 O -0.47 -2.96 1.08  C9 1.330, H23 0.968
13 H 0.98 3.94 1.94  C1 1.080
14 H 0.73 3.81 -0.50  C2 1.081
15 H 0.51 1.94 3.33  C3 1.080
16 H 0.00 1.72 -1.57  C4 1.080
17 H -0.19 -0.16 2.26  C5 1.080
18 H -0.80 -3.05 -1.55  C7 1.092
19 H 0.94 -2.83 -1.82  C7 1.090
20 H 0.67 -0.44 -2.01  C8 1.100
21 H 1.21 -1.98 0.57  C9 1.081
22 H -2.08 -0.85 -2.14  O11 0.968
23 H -1.33 -3.23 0.70  O12 0.968

Its net charge is 0. The frontier orbital gap is 0.30113 hartree. The spin multiplicity is 1.

---

It is entry 2 that is the least stable of them.

---

Entry 1
Computed, not measured: a cluster of 3 separate species, C3H15N2O2 in total, with the ωB97M-V functional and the def2-TZVPD basis.

Each atom is followed by the atoms it is bonded to, with distances in Å.
CARTESIAN COORDINATES (ANGSTROEM)
1 C -1.87 -0.69 -0.77  N2 1.482, C3 1.557, H6 1.089, H7 1.085
2 N -2.38 0.70 -0.73  C1 1.482, H8 1.008, H9 1.009
3 C -0.40 -0.67 -0.26  C1 1.557, N4 1.466, H10 1.093, H11 1.096
4 N 0.13 0.67 0.03  C3 1.466, C5 1.459, H12 1.050, H13 1.059
5 C 1.38 1.07 -0.60  N4 1.459, H14 1.087, H15 1.090, H16 1.086
6 H -2.46 -1.37 -0.15  C1 1.089
7 H -1.88 -1.11 -1.77  C1 1.085
8 H -3.19 0.82 -0.14  N2 1.008
9 H -2.57 1.00 -1.68  N2 1.009
10 H -0.35 -1.37 0.58  C3 1.093
11 H 0.35 -1.20 -0.85  C3 1.096
12 H 0.18 0.93 1.04  N4 1.050
13 H -0.65 1.30 -0.31  N4 1.059
14 H 2.25 0.58 -0.17  C5 1.087
15 H 1.44 0.70 -1.62  C5 1.090
16 H 1.45 2.15 -0.67  C5 1.086
17 H 2.35 -3.54 0.35  O19 0.971
18 H 2.42 -2.52 -0.71  O19 0.971
19 O 1.80 -2.85 -0.05  H17 0.971, H18 0.971
20 H 1.02 2.53 2.71  O22 0.975
21 H 0.27 1.23 3.27  O22 0.969
22 O 0.70 1.64 2.50  H20 0.975, H21 0.969

Its net charge is +1. The frontier orbital gap is 0.41572 hartree. The spin multiplicity is 1.

---

Entry 2
Computed, not measured: a cluster of 3 separate species, C3H15N2O2 in total, with the ωB97M-V functional and the def2-TZVPD basis.

Each atom is followed by the atoms it is bonded to, with distances in Å.
CARTESIAN COORDINATES (ANGSTROEM)
1 C -0.56 1.67 -1.75  C2 1.494, N5 1.553, H6 1.099, H7 1.113
2 C 0.63 0.77 -1.72  C1 1.494, C3 1.503, H8 1.110, H9 1.098
3 C 0.98 0.09 -0.42  C2 1.503, N4 1.501, H10 1.088, H11 1.102
4 N -0.23 -0.47 0.28  C3 1.501, H12 1.010, H13 1.102, H14 1.016
5 N -1.79 0.73 -1.55  C1 1.553, H15 1.009, H16 1.011
6 H -0.71 2.34 -2.60  C1 1.099
7 H -0.68 2.30 -0.84  C1 1.113
8 H 0.72 0.02 -2.53  C2 1.110
9 H 1.53 1.29 -2.07  C2 1.098
10 H 1.57 -0.82 -0.54  C3 1.088
11 H 1.63 0.54 0.34  C3 1.102
12 H -0.15 -1.47 0.38  N4 1.010
13 H -1.09 -0.24 -0.37  N4 1.102
14 H -0.57 0.07 1.06  N4 1.016
15 H -2.07 0.20 -2.36  N5 1.009
16 H -2.46 1.37 -1.14  N5 1.011
17 H -1.82 -2.41 2.49  O19 0.974
18 H -0.65 -2.20 3.32  O19 0.973
19 O -0.99 -1.90 2.46  H17 0.974, H18 0.973
20 H 2.45 0.15 2.57  O22 0.961
21 H 1.72 -1.24 2.61  O22 0.970
22 O 2.54 -0.78 2.36  H20 0.961, H21 0.970

Its net charge is +1. The frontier orbital gap is 0.41121 hartree. The spin multiplicity is 1.

---

It is entry 2 that is the least stable of them.